Entry 1:
Formula: H20O10
Source: OMol25
Level of theory: the ωB97M-V functional and the def2-TZVPD basis

Structure (XYZ):
```
30
H20O10 the ωB97M-V functional and the def2-TZVPD basis
O -0.137 -2.629 -0.674
H -1.026 -2.246 -0.708
H -0.308 -3.490 -0.342
O 0.603 -0.956 2.513
H 0.395 -1.836 2.741
H 1.527 -0.985 2.536
O 1.284 3.857 -1.409
H 1.624 3.902 -0.494
H 1.401 2.903 -1.641
O -2.104 -3.110 1.858
H -2.119 -2.533 1.099
H -1.194 -3.028 2.179
O -2.484 -1.452 -0.460
H -3.282 -1.939 -0.560
H -2.641 -0.537 -0.794
O 2.238 -1.010 -0.318
H 1.461 -1.552 -0.168
H 2.481 -0.832 0.613
O -0.813 0.901 -0.063
H -0.170 0.771 -0.776
H -1.020 0.017 0.315
O -1.297 3.394 -1.199
H -0.392 3.748 -1.279
H -1.250 2.548 -0.851
O 1.115 1.075 -1.762
H 1.078 1.070 -2.697
H 1.634 0.282 -1.565
O 1.487 1.422 1.394
H 1.011 1.348 0.564
H 0.900 0.895 1.948
```

Properties
Structure (SMILES): O.O.O.O.O.O.O.O.O.O
E_HOMO, Eh: -0.36445
Calculated total energy, eV: -20799.914
ΔE to the lowest compared entry with this formula, charge and spin, kJ/mol: 260.4
LUMO, eV: -0.276

Mulliken atomic charge list, values in e, 4 entries: O -0.664; H 0.400; H 0.290; O -0.557

=====

Entry 2:
Formula: H20O10
Source: OMol25
Level of theory: the ωB97M-V functional and the def2-TZVPD basis

Structure (XYZ):
```
30
H20O10 the ωB97M-V functional and the def2-TZVPD basis
O 0.276 1.866 -2.265
H 0.471 1.183 -1.623
H 1.058 1.908 -2.815
O 2.047 2.071 1.787
H 1.492 1.411 1.371
H 2.251 1.706 2.648
O -2.204 -2.072 0.985
H -1.332 -2.454 0.888
H -2.702 -2.731 1.468
O -2.028 -0.077 -0.848
H -2.238 -0.718 -0.168
H -1.383 -0.517 -1.402
O -0.080 -1.550 -2.254
H -0.039 -2.441 -1.907
H 0.831 -1.256 -2.267
O -2.902 2.247 0.155
H -2.471 1.447 -0.147
H -2.189 2.796 0.481
O -0.361 3.605 0.507
H 0.312 3.158 -0.007
H 0.030 4.450 0.732
O 0.144 -3.047 0.654
H 0.975 -2.586 0.773
H 0.388 -3.880 0.251
O 0.535 0.426 0.181
H -0.287 0.064 0.510
H 1.195 -0.227 0.413
O 2.372 -1.464 0.584
H 3.104 -1.399 -0.030
H 2.736 -1.920 1.343
```

Properties
Structure (SMILES): O.O.O.O.O.O.O.O.O.O
E_HOMO, Eh: -0.32983
Calculated total energy, eV: -20799.888
ΔE to the lowest compared entry with this formula, charge and spin, kJ/mol: 262.9
LUMO, eV: -0.962

Mulliken atomic charge list, values in e, 4 entries: O -0.600; H 0.275; H 0.301; O -0.621

=====

Entry 3:
Formula: H20O10
Source: OMol25
Level of theory: the ωB97M-V functional and the def2-TZVPD basis

Structure (XYZ):
```
30
H20O10 the ωB97M-V functional and the def2-TZVPD basis
O -0.935 0.586 -0.848
H -0.817 0.011 -0.083
H -1.285 1.403 -0.474
O 1.816 -2.186 2.597
H 1.742 -2.981 3.136
H 1.084 -2.255 1.975
O -1.957 -2.194 2.662
H -2.481 -2.462 3.425
H -1.161 -1.811 3.047
O 3.472 0.280 -0.945
H 4.089 0.792 -1.482
H 2.615 0.440 -1.356
O -1.849 -2.867 -3.394
H -2.492 -3.120 -2.722
H -1.127 -2.472 -2.891
O 2.487 -1.731 -1.013
H 1.728 -1.874 -1.589
H 3.063 -2.482 -1.192
O -2.316 -1.831 -0.020
H -1.730 -2.595 0.021
H -1.858 -1.214 -0.602
O 2.481 4.709 -0.215
H 1.757 5.236 0.141
H 2.093 3.836 -0.347
O -6.179 3.578 0.368
H -5.365 3.158 0.069
H -6.355 4.250 -0.299
O 2.993 1.628 0.775
H 2.497 2.437 0.605
H 3.904 1.926 0.869
```

Properties
Structure (SMILES): O.O.O.O.O.O.O.O.O.O
E_HOMO, Eh: -0.33155
Calculated total energy, eV: -20797.187
ΔE to the lowest compared entry with this formula, charge and spin, kJ/mol: 523.5
LUMO, eV: -0.130

Mulliken atomic charge list, values in e, 4 entries: O -0.679; H 0.345; H 0.311; O -0.606

=====

Entry 4:
Formula: H20O10
Source: OMol25
Level of theory: the ωB97M-V functional and the def2-TZVPD basis

Structure (XYZ):
```
30
H20O10 the ωB97M-V functional and the def2-TZVPD basis
O -0.051 -0.178 -0.245
H -0.178 0.587 -0.731
H -0.401 0.083 0.645
O -0.026 3.146 -3.879
H 0.944 3.060 -4.099
H -0.400 2.361 -4.219
O 2.396 -0.237 -3.999
H 3.107 0.382 -4.242
H 2.685 -1.025 -4.574
O -1.990 -1.229 3.738
H -1.535 -1.553 4.480
H -1.246 -1.134 3.112
O 0.917 -1.772 2.955
H 0.655 -0.945 2.655
H 0.778 -1.589 3.902
O -0.632 -2.339 1.351
H -0.927 -1.905 0.631
H 0.309 -2.311 1.343
O -2.195 -0.123 1.630
H -3.026 -0.232 1.142
H -2.397 0.250 2.564
O 1.810 -3.119 -1.950
H 1.700 -3.683 -1.266
H 2.476 -3.480 -2.536
O 2.785 4.012 0.395
H 1.884 4.183 0.519
H 2.993 3.133 0.873
O -3.852 2.080 -0.006
H -3.537 1.135 0.013
H -3.047 2.442 -0.203
```

Properties
Structure (SMILES): O.O.O.O.O.O.O.O.O.O
E_HOMO, Eh: -0.38837
Calculated total energy, eV: -20797.089
ΔE to the lowest compared entry with this formula, charge and spin, kJ/mol: 532.9
LUMO, eV: 0.005

Mulliken atomic charge list, values in e, 4 entries: O -0.629; H 0.263; H 0.313; O -0.635

=====

Entry 5:
Formula: H20O10
Source: OMol25
Level of theory: the ωB97M-V functional and the def2-TZVPD basis

Structure (XYZ):
```
30
H20O10 the ωB97M-V functional and the def2-TZVPD basis
O 0.029 0.429 -2.496
H 0.976 0.338 -2.608
H -0.329 -0.407 -2.796
O -1.210 -2.874 -0.155
H -1.496 -3.421 0.576
H -0.362 -2.527 0.122
O -0.378 2.053 3.451
H -0.938 2.136 2.680
H 0.171 2.837 3.434
O -0.424 3.009 -1.803
H -0.492 2.063 -1.927
H 0.391 3.251 -2.243
O 2.451 0.084 2.230
H 2.549 -0.720 2.740
H 1.569 0.030 1.863
O 0.080 0.239 0.569
H 0.293 -0.145 -0.282
H -0.089 1.162 0.380
O -2.564 -0.952 1.543
H -1.714 -0.650 1.224
H -2.627 -0.599 2.430
O 1.748 -2.691 -0.815
H 1.977 -3.539 -1.194
H 2.527 -2.151 -0.946
O 0.013 -2.473 -2.785
H 0.777 -2.253 -3.318
H 0.351 -2.527 -1.892
O -0.810 3.373 0.934
H -0.751 3.313 -0.019
H -1.722 3.609 1.105
```

Properties
Charge: +1
E_HOMO (spin up / spin down), Eh: -0.54053 / -0.51133
<S²>: 0.756
Multiplicity: 2
Calculated total energy, eV: -20789.329
ΔE to the lowest compared entry with this formula, charge and spin, kJ/mol: 71.5
LUMO (spin up / spin down), eV: -3.188 / -10.937

Mulliken atomic charge list, values in e, 4 entries: O -0.668; H 0.278; H 0.344; O -0.516

=====

Entry 6:
Formula: H20O10Xe
Source: OMol25
Level of theory: the ωB97M-V functional and the def2-TZVPD basis

Structure (XYZ):
```
31
H20O10Xe the ωB97M-V functional and the def2-TZVPD basis
Xe 0.233 -0.185 0.522
O 0.123 2.944 -1.326
H 0.088 3.288 -2.219
H 1.052 2.967 -1.097
O 2.671 -0.804 -2.297
H 2.676 -0.172 -1.578
H 2.916 -1.634 -1.888
O 0.591 -4.433 -0.512
H 0.483 -5.192 -1.086
H -0.191 -3.903 -0.666
O 2.905 -3.007 -0.553
H 1.997 -3.247 -0.740
H 2.867 -2.570 0.298
O -1.603 -0.450 3.791
H -1.779 -0.488 2.851
H -1.476 -1.363 4.048
O 1.530 3.393 1.179
H 2.207 3.963 0.814
H 1.859 3.154 2.046
O -3.397 -1.103 -1.789
H -3.616 -1.735 -2.474
H -2.709 -1.530 -1.279
O -3.255 0.090 1.676
H -4.182 -0.151 1.660
H -3.210 0.828 2.283
O 3.266 1.168 -0.168
H 2.584 1.599 0.347
H 3.702 1.881 -0.634
O -3.022 2.478 -0.582
H -3.203 1.586 -0.285
H -2.107 2.629 -0.345
```

Properties
E_HOMO, Eh: -0.37296
Calculated total energy, eV: -29761.883
ΔE to the lowest compared entry with this formula, charge and spin, kJ/mol: 104.5
LUMO, eV: -0.049

Mulliken atomic charge list, values in e, 4 entries: Xe 0.035; O -0.497; H 0.263; H 0.279

=====

Entry 7:
Formula: H21O10
Source: OMol25
Level of theory: the ωB97M-V functional and the def2-TZVPD basis

Structure (XYZ):
```
31
H21O10 the ωB97M-V functional and the def2-TZVPD basis
O -2.477 -1.478 1.926
H -1.752 -1.731 1.314
H 1.273 1.381 0.946
O 1.227 1.764 2.390
H 1.821 0.912 2.609
H 0.347 1.605 2.884
O 1.665 3.135 -0.625
H 2.731 -1.063 3.440
H 1.683 3.740 -1.370
O 1.187 0.695 0.153
H 1.489 1.460 -0.478
H 0.043 0.677 -0.262
O -0.882 -0.763 -0.062
H -0.687 -3.663 -0.029
H -1.064 -1.176 -0.958
O 1.375 -0.614 -3.319
H 0.846 -1.172 -4.045
H -1.729 -0.297 -0.132
O -0.580 1.728 -1.333
H 2.304 -0.912 -3.540
H -0.776 1.379 -2.066
O -3.546 -0.015 -1.323
H -3.725 0.462 -0.443
H -1.341 2.381 -0.989
O 2.006 -0.892 2.752
H -2.296 -1.284 2.802
O 0.181 -3.412 -0.157
H 0.220 -3.528 -1.107
H -3.960 -0.852 -1.133
H 2.403 3.396 -0.092
H 2.011 -1.863 2.246
```

Properties
Charge: +1
E_HOMO, Eh: -0.51553
Calculated total energy, eV: -20806.988
ΔE to the lowest compared entry with this formula, charge and spin, kJ/mol: 370.6
LUMO, eV: -2.916

Mulliken atomic charge list, values in e, 4 entries: O -0.629; H 0.363; H 0.425; O -0.738

=====

Entry 8:
Formula: H21O11
Source: OMol25
Level of theory: the ωB97M-V functional and the def2-TZVPD basis

Structure (XYZ):
```
32
H21O11 the ωB97M-V functional and the def2-TZVPD basis
O 0.736 -3.880 -1.212
H 0.948 -4.028 -2.101
H -0.179 1.186 3.203
O 0.645 1.500 3.427
H 3.805 1.622 -0.820
H -2.061 -3.433 1.082
O 1.398 0.350 -0.492
H 3.130 2.678 -1.690
H -1.248 0.017 -0.069
O -0.645 1.413 0.797
H -0.617 2.251 0.890
H -2.163 1.278 0.899
O 3.551 -3.177 -0.341
H -1.104 3.321 2.674
H 0.386 -2.946 -1.170
O -1.237 -0.748 -0.780
H -1.260 -0.258 -1.538
H -1.246 -4.656 0.724
O -2.082 -4.259 0.715
H 0.728 0.992 -0.034
O 3.912 2.118 -1.786
H 1.116 -0.408 -0.894
H -1.810 1.423 -3.285
O -2.682 1.536 -3.644
H -3.078 0.669 -3.369
H 1.037 0.886 2.803
O -0.370 3.959 2.851
H 2.770 -2.480 -0.433
H 0.285 3.346 3.271
O -3.218 1.007 0.899
H 4.213 -2.589 -0.764
H -3.662 1.308 0.187
```

Properties
Charge: -1
E_HOMO, Eh: -0.23805
Calculated total energy, eV: -22863.171
ΔE to the lowest compared entry with this formula, charge and spin, kJ/mol: 363.1
LUMO, eV: 2.706

Mulliken atomic charge list, values in e, 4 entries: O -0.623; H 0.282; H 0.315; O -0.695